Density functional theory data (wB97M-V/def2-TZVPD) for a structure of composition C43H38FMoN7O3S3.

Last column: Löwdin spin population.
Positions of all 96 atoms, in Å:
1 C -2.65 -5.75 0.07  0.000
2 C 0.10 -1.42 1.53  0.010
3 C -3.19 1.15 -0.61  -0.003
4 S 3.42 0.14 -1.20  -0.003
5 H -2.62 -0.83 -7.48  0.000
6 N 3.80 0.14 1.45  -0.010
7 H -0.47 3.28 4.96  0.000
8 C -0.70 -2.35 -2.12  0.000
9 H 5.44 -1.64 1.16  0.000
10 C 0.24 5.14 1.06  0.005
11 C 2.06 3.24 1.80  0.023
12 C 3.97 2.24 3.20  0.005
13 H -2.67 -0.06 -5.11  0.000
14 H -3.18 -5.91 -2.68  0.000
15 C -3.28 -4.41 -0.29  0.000
16 N 1.23 2.99 0.76  0.011
17 H 1.49 0.34 -7.83  0.000
18 H -3.43 -6.48 0.28  0.000
19 O 0.99 -0.49 1.39  0.063
20 H 0.39 1.76 5.28  0.000
21 H -0.71 -0.37 4.51  0.000
22 C 5.84 3.30 4.28  0.000
23 C -0.92 1.23 0.32  -0.022
24 H 6.45 2.45 6.15  0.000
25 H 3.14 0.54 4.21  0.000
26 C 4.77 1.40 5.31  0.000
27 S 1.19 2.36 -2.19  0.034
28 C 2.00 4.42 2.51  0.005
29 C -0.58 -1.91 0.28  0.002
30 N 4.93 -1.46 0.31  0.001
31 H -1.14 2.11 6.10  0.000
32 H 4.71 0.69 6.12  0.000
33 H -3.82 1.03 -1.48  -0.001
34 C -0.18 -1.55 -1.02  0.002
35 H -2.21 0.14 5.32  0.000
36 C -3.73 1.40 0.64  0.012
37 N -1.38 1.61 4.09  0.000
38 H -2.17 -4.36 -5.06  0.000
39 C -2.32 -3.97 -2.96  0.000
40 H 1.01 6.32 2.68  0.001
41 H -3.29 1.79 2.70  0.000
42 C -1.76 -3.82 -4.21  0.000
43 O 0.62 -0.61 -1.29  0.016
44 C -1.74 -0.40 -7.03  0.000
45 C -0.15 -2.22 -3.40  0.000
46 C -2.89 1.58 1.72  -0.002
47 C -0.56 -0.29 -7.79  -0.001
48 H -0.49 5.85 0.74  0.000
49 H -0.56 -0.63 -8.81  0.000
50 C -0.67 -2.98 -4.40  0.000
51 C -1.81 1.08 -0.75  0.007
52 C -1.60 -2.81 0.43  0.003
53 C 0.64 1.51 -3.60  0.008
54 C -3.51 -4.87 -2.74  0.000
55 H 0.24 1.16 2.81  0.002
56 H 5.02 3.93 2.40  0.000
57 C -1.77 0.02 -5.71  0.000
58 H -1.42 0.91 -1.75  0.001
59 C -1.63 0.21 4.40  0.000
60 C 1.08 5.39 2.14  0.023
61 H -2.20 -0.25 3.59  0.000
62 C -1.50 1.50 1.59  0.011
63 C 0.58 0.25 -7.24  0.000
64 C 4.07 -0.42 0.30  0.001
65 H 2.66 4.57 3.36  0.000
66 H -4.71 -3.50 -1.59  0.000
67 H 5.28 -1.80 -0.56  -0.001
68 S 1.78 1.41 -4.94  0.001
69 C 5.75 2.39 5.32  0.002
70 C -0.61 2.22 5.16  0.000
71 C -1.75 -3.25 -1.89  0.000
72 N 2.90 1.15 1.30  -0.018
73 H 6.61 4.06 4.28  0.000
74 H -2.02 -5.65 0.95  0.000
75 C 3.89 1.32 4.25  0.003
76 H -5.03 -5.19 -1.23  0.000
77 H -1.93 -3.06 1.43  0.000
78 C 0.55 0.68 -5.92  0.000
79 H -0.37 2.82 2.80  0.001
80 Mo 1.25 0.95 -0.07  1.709
81 C 4.95 3.22 3.22  0.003
82 N -2.22 -3.42 -0.59  0.003
83 H -3.81 -4.01 0.58  0.000
84 C -0.62 0.56 -5.15  0.000
85 F -0.14 -2.91 -5.63  0.000
86 H 0.67 -1.54 -3.56  0.000
87 N -0.53 1.02 -3.85  -0.001
88 H -0.31 3.67 -0.42  0.001
89 C 0.34 3.92 0.41  0.023
90 C -4.24 -4.48 -1.46  0.000
91 H -2.03 -6.13 -0.75  0.000
92 C -0.67 1.77 2.83  0.003
93 H -4.81 1.47 0.77  0.001
94 H -4.18 -4.80 -3.59  0.000
95 C 2.99 2.16 2.09  0.050
96 O -0.17 -1.96 2.59  0.012

Energy relative to the best compared isomer or geometry (same formula, charge and spin): 0.303 eV
Orbital gap (alpha / beta): 7.043 / 6.384 eV
Net charge: 0
Multiplicity: 3

---

Density functional theory data (wB97M-V/def2-TZVPD) for a structure of composition C43H38FeN6OPS2.

Last column: Löwdin spin population.
Positions of all 92 atoms, in Å:
1 S 0.56 2.56 -3.94  -0.024
2 H -0.32 -2.34 -2.55  0.000
3 C 0.77 4.11 -3.05  -0.016
4 H -4.12 4.94 1.99  0.000
5 P 2.06 0.20 0.08  0.000
6 H 3.91 4.73 2.90  0.000
7 H 3.79 2.09 -1.36  0.000
8 H -4.67 4.36 -0.37  0.000
9 C -0.36 1.59 -2.82  -0.032
10 H 2.51 -1.54 -4.47  0.000
11 C 2.88 -1.18 0.90  -0.001
12 H 0.91 -5.03 -0.77  0.000
13 H -3.67 -1.37 1.41  0.000
14 C 0.85 -4.33 1.25  0.000
15 C -3.79 4.00 1.55  -0.002
16 C -3.10 3.08 2.32  0.000
17 H 1.50 4.49 2.42  0.000
18 C 1.74 2.62 1.40  -0.001
19 C -2.57 -0.82 -2.80  -0.007
20 H -4.01 1.09 -1.88  0.000
21 H -4.93 2.60 -1.99  0.000
22 H 1.46 -5.12 1.65  0.000
23 C -5.40 -2.66 -1.18  0.000
24 H -3.21 2.58 -2.41  0.000
25 N -1.58 -0.16 -2.33  -0.045
26 H 5.50 2.99 2.18  0.000
27 C -0.98 -1.35 3.76  -0.001
28 C -0.97 -1.25 2.37  -0.002
29 O 0.55 0.08 0.18  -0.025
30 C -0.61 -3.26 -2.04  0.000
31 C 3.45 -2.20 3.01  0.000
32 H 4.78 -3.89 2.90  0.000
33 H 0.69 2.50 1.19  0.000
34 N -3.17 -1.14 -0.57  0.013
35 N -1.50 -0.18 1.75  -0.017
36 H -4.79 -2.39 -3.24  0.000
37 C -4.09 3.69 0.24  0.001
38 H -2.54 1.55 4.43  0.000
39 H 3.80 -2.06 -0.83  0.000
40 C -4.59 -2.18 -2.20  0.000
41 H 3.39 -2.22 4.09  0.000
42 C -2.07 0.76 3.86  -0.001
43 H 1.67 -1.55 -2.15  0.000
44 S -0.59 2.09 -1.19  -0.392
45 C 0.34 -3.34 2.08  0.001
46 Fe -1.36 -0.03 -0.28  1.519
47 H 4.70 1.00 0.97  0.000
48 H -2.87 3.28 3.35  0.000
49 N -0.85 0.50 -3.30  -0.002
50 H -0.59 -2.23 4.24  0.000
51 C 4.45 2.88 1.96  0.000
52 C 4.24 -3.14 2.34  0.000
53 H 4.65 2.08 -3.67  0.000
54 H 1.49 4.68 -3.64  -0.001
55 C -0.25 -3.24 -0.59  0.002
56 C 4.34 -3.09 0.96  0.000
57 C -2.70 1.89 1.72  -0.001
58 C 2.67 0.27 -1.60  0.000
59 H -1.68 -3.39 -2.16  0.000
60 N -2.91 1.62 0.42  0.014
61 C -1.53 -0.33 4.51  -0.001
62 C -0.43 -2.33 1.52  0.002
63 H 4.97 -3.80 0.44  0.000
64 C -3.96 2.17 -1.73  0.000
65 C 0.55 -4.27 -0.09  0.001
66 C 2.79 -0.74 -3.79  0.000
67 H -6.28 -3.25 -1.42  0.000
68 H 2.18 -0.49 2.82  0.000
69 N -0.72 -2.27 0.22  0.029
70 H 0.58 -3.35 3.13  0.000
71 C 3.55 3.86 2.36  0.000
72 C 3.68 -2.11 0.24  -0.001
73 C -2.05 0.80 2.47  -0.002
74 C 3.51 1.30 -2.04  0.000
75 C 2.77 -1.23 2.29  -0.001
76 H -0.12 -4.09 -2.54  0.000
77 C -5.08 -2.37 0.13  0.000
78 C -3.95 -1.61 0.40  0.001
79 H -1.55 -0.39 5.59  0.000
80 C 2.64 1.64 0.98  0.000
81 H -0.16 4.66 -2.99  -0.001
82 H 4.02 0.27 -5.22  0.000
83 C -3.48 -1.42 -1.84  0.001
84 C -3.63 2.49 -0.31  0.000
85 H 1.19 3.94 -2.06  -0.007
86 C 3.99 1.29 -3.34  0.000
87 C 3.64 0.27 -4.21  0.000
88 C 4.00 1.77 1.27  0.000
89 H -2.74 -0.86 -3.87  -0.002
90 H -5.70 -2.72 0.95  0.000
91 C 2.20 3.73 2.09  0.000
92 C 2.31 -0.75 -2.49  0.000

Orbital gap (alpha / beta): 5.942 / 7.543 eV
Net charge: +2
Multiplicity: 2

---

Density functional theory data (wB97M-V/def2-TZVPD) for a structure of composition C43H39AsIrN5O9S.

Last column: Löwdin spin population.
Positions of all 99 atoms, in Å:
1 C 0.50 4.98 5.39  0.000
2 O -4.26 1.79 -1.43  0.000
3 C 4.47 -2.31 -1.32  0.000
4 H 2.29 6.12 5.70  0.000
5 H 0.79 -4.46 -3.27  0.000
6 C -1.02 4.16 -2.04  0.000
7 C -2.86 0.49 2.41  -0.006
8 C -2.99 6.09 -2.52  0.000
9 N -1.63 0.82 2.30  0.012
10 H -0.08 5.53 6.12  0.000
11 C 0.71 1.17 -4.18  0.000
12 H -3.75 6.83 -2.69  0.000
13 Ir -0.39 0.21 0.78  0.665
14 C 0.57 -1.17 1.96  -0.011
15 C 1.82 -3.25 2.33  -0.001
16 As -2.94 2.40 -0.66  0.003
17 H 2.04 -3.32 -0.10  0.000
18 H 2.94 1.71 -2.92  0.000
19 C -4.83 -2.85 0.83  -0.003
20 C 1.83 5.31 5.16  0.000
21 H -1.90 -0.61 -2.02  0.000
22 H 4.04 -1.37 -1.68  0.000
23 H 2.63 0.77 -1.46  0.000
24 C 4.44 -4.69 -2.10  0.000
25 C 2.54 -5.70 -3.15  0.000
26 H -5.35 -0.16 2.79  0.000
27 C 1.22 -1.74 -0.97  0.004
28 H 5.47 -4.75 -1.78  0.000
29 S 0.78 3.26 -0.27  0.018
30 C -2.84 -1.48 0.90  -0.003
31 C 2.42 -3.44 -2.32  0.000
32 C 1.12 0.60 -2.98  0.000
33 C 0.39 -1.12 3.35  0.001
34 C 0.02 2.10 2.98  0.009
35 H 4.41 -2.29 -0.23  0.000
36 H -2.59 0.42 -4.14  0.000
37 C 0.89 -2.08 4.20  -0.001
38 N 0.46 -0.69 -0.94  0.000
39 C 0.16 -0.07 -2.22  0.000
40 H 2.07 -6.55 -3.64  0.000
41 H -4.49 2.71 0.85  0.000
42 C 0.64 3.22 3.76  0.007
43 C 2.56 4.59 4.22  0.000
44 H 1.96 -5.05 1.11  0.000
45 O -0.02 3.27 -1.85  0.001
46 H -0.15 -0.29 3.78  0.000
47 N 1.65 -2.26 -2.17  0.002
48 H 2.92 -5.07 2.58  0.000
49 H 1.45 1.72 -4.76  0.000
50 C -3.53 -0.62 1.76  0.008
51 H -4.27 4.81 -1.37  0.000
52 H 3.59 4.85 4.02  0.000
53 H 1.06 -1.99 -2.95  0.000
54 H -1.75 -4.43 -1.65  0.000
55 O -0.25 3.72 0.64  0.005
56 C -4.86 -0.86 2.13  -0.003
57 C -0.10 3.94 4.69  0.001
58 C 1.60 -3.16 3.69  0.004
59 C 2.55 0.76 -2.55  0.000
60 C -1.80 -3.52 -1.05  0.001
61 N -1.25 1.86 3.16  0.003
62 C -1.16 -0.14 -2.66  0.000
63 O -3.57 2.99 0.89  0.000
64 H 3.17 -0.04 -2.95  0.000
65 H -0.89 1.60 -5.54  0.000
66 O 0.79 1.43 2.22  0.122
67 H -1.86 -2.66 -1.72  0.000
68 O 1.01 1.77 -0.19  0.081
69 H -3.44 1.09 3.10  0.000
70 H 1.99 -3.93 4.34  0.000
71 O -1.70 1.30 -0.46  0.013
72 H -0.91 -3.43 -0.43  0.000
73 H 3.47 -4.13 1.20  0.000
74 H -1.48 7.11 -3.65  0.000
75 C 1.30 -2.25 1.48  0.001
76 C -3.52 -2.65 0.46  0.007
77 H 4.42 -6.70 -2.84  0.000
78 H 2.51 2.99 2.78  0.000
79 H 0.26 5.40 -3.21  0.000
80 H 5.52 -2.34 -1.60  0.000
81 H 0.72 -2.00 5.27  0.000
82 O -2.98 -3.67 -0.27  0.003
83 C 3.75 -3.49 -1.91  0.000
84 H -1.13 3.67 4.85  0.000
85 C 1.96 3.55 3.52  0.001
86 H -5.32 -3.75 0.45  0.000
87 C 2.58 -4.43 1.77  0.000
88 N 1.57 -2.45 0.11  0.001
89 C 1.83 -4.54 -2.95  0.000
90 O -1.59 -1.30 0.52  0.044
91 C -3.28 4.96 -1.77  0.000
92 C 3.85 -5.79 -2.70  0.000
93 C -1.55 0.45 -3.85  0.000
94 C -2.31 3.99 -1.53  0.002
95 C -1.72 6.24 -3.05  0.000
96 H -6.55 -2.15 1.92  0.001
97 C -0.60 1.11 -4.62  0.000
98 C -5.52 -1.96 1.65  0.010
99 C -0.74 5.29 -2.81  0.000

Energy relative to the best compared isomer or geometry (same formula, charge and spin): 0.430 eV
Orbital gap (alpha / beta): 7.113 / 6.914 eV
Net charge: -1
Multiplicity: 2

---

Density functional theory data (wB97M-V/def2-TZVPD) for a structure of composition C43H39HfN6O5S2.

Last column: Löwdin charge in e.
Positions of all 96 atoms, in Å:
1 C 3.95 -1.89 1.30  -0.221
2 C 4.44 2.80 1.09  -0.024
3 C 3.77 3.59 0.18  -0.022
4 H 0.96 0.51 -4.56  0.115
5 C 0.88 -0.95 -6.15  -0.060
6 C 0.34 -1.42 -3.87  -0.285
7 H 1.20 -0.25 -6.91  0.110
8 H -2.12 -3.53 2.68  0.098
9 H -3.02 2.62 1.74  0.139
10 C -3.75 -1.07 -0.88  -0.057
11 C -3.36 -0.68 3.98  -0.050
12 C -1.66 1.54 -1.03  -0.651
13 C -2.16 -0.71 -2.83  -0.053
14 H -4.17 -1.11 -2.97  0.119
15 H 3.76 -0.88 1.64  0.116
16 H -4.32 -4.37 3.43  0.108
17 N -2.46 2.13 -0.16  -0.080
18 C -0.92 -0.51 -2.10  -0.327
19 H 0.39 5.92 0.95  0.101
20 C -0.67 5.87 0.70  -0.073
21 H -3.10 0.35 4.18  0.106
22 C 4.56 -2.84 2.31  -0.078
23 C -4.06 -3.33 3.58  -0.067
24 H 4.89 -4.12 -0.75  0.171
25 H 3.40 -4.67 2.60  0.127
26 N 0.23 -0.95 -2.52  -0.006
27 C -1.53 -0.78 0.38  -0.652
28 N -1.11 -0.20 1.66  -0.127
29 H -0.62 1.85 1.62  0.109
30 C -3.21 3.33 -0.55  -0.125
31 H -1.57 1.33 2.98  0.117
32 H 4.37 1.02 2.27  0.114
33 C -3.01 -1.03 0.23  -0.096
34 H -3.42 7.82 0.59  0.108
35 C -2.46 -1.53 3.36  -0.227
36 N 0.73 1.62 -0.19  0.120
37 C 3.27 -3.33 -1.86  -0.536
38 C -2.82 -2.86 3.17  -0.056
39 H -4.80 -1.30 -0.74  0.115
40 C -0.99 0.19 -0.73  -0.340
41 C -1.45 7.01 0.82  -0.081
42 H 1.91 3.75 -0.93  0.122
43 H -5.30 -0.47 4.88  0.106
44 C 3.21 -3.83 0.63  -0.218
45 H -0.23 -3.43 -3.40  0.118
46 C -3.35 -0.94 -2.27  -0.031
47 H -5.92 -2.83 4.50  0.106
48 C -1.22 4.68 0.27  -0.042
49 N 2.67 1.19 1.12  0.131
50 H 2.39 -4.51 0.38  0.164
51 C 2.05 1.97 0.25  -0.306
52 H 4.82 -4.90 1.58  0.132
53 H -0.48 -1.92 2.67  0.072
54 H 0.71 -2.60 -7.50  0.108
55 C -4.61 -1.14 4.39  -0.073
56 O 2.64 -2.51 1.00  -0.186
57 C 4.66 -2.03 -0.06  -0.078
58 C 4.44 -0.76 -0.88  -0.521
59 O 1.92 -3.34 -1.64  -0.203
60 H 0.00 -4.19 -5.75  0.111
61 C 0.21 -3.16 -5.49  -0.057
62 H 4.20 4.51 -0.20  0.121
63 C 4.08 -3.41 -0.56  -0.087
64 C -3.36 5.75 0.08  -0.036
65 H -4.41 5.70 -0.16  0.117
66 H -0.60 3.80 0.15  0.076
67 O 5.29 0.05 -1.08  0.152
68 O 3.77 -3.21 -2.93  0.169
69 C 3.86 1.63 1.54  -0.121
70 C -1.11 -1.05 2.86  -0.156
71 C -2.70 1.72 1.22  -0.087
72 H 5.65 -2.77 2.29  0.129
73 C 0.61 -2.27 -6.48  -0.070
74 C 4.03 -4.20 1.85  -0.078
75 C 2.51 3.18 -0.25  0.022
76 H -3.30 3.34 -1.64  0.089
77 C -2.80 6.94 0.50  -0.071
78 N 0.45 0.43 -0.29  -0.016
79 C 0.08 -2.75 -4.18  -0.027
80 H -3.50 -1.26 1.17  0.106
81 H 5.74 -2.11 0.09  0.164
82 Hf 1.50 -1.59 -0.80  1.634
83 H -3.54 1.01 1.26  0.126
84 H 5.41 3.09 1.47  0.118
85 H -4.21 3.22 -0.13  0.137
86 H -1.02 7.94 1.16  0.106
87 H 4.22 -2.60 3.32  0.126
88 C -1.46 1.19 1.91  -0.130
89 S -1.27 2.16 -2.52  0.844
90 H -2.07 -0.74 -3.91  0.128
91 C -4.96 -2.47 4.18  -0.079
92 C 0.75 -0.51 -4.84  -0.013
93 S -0.73 -2.44 0.18  0.695
94 H -0.61 -0.47 3.64  0.133
95 C -2.57 4.61 -0.05  -0.206
96 O 3.16 -0.57 -1.24  -0.170

Energy relative to the best compared isomer or geometry (same formula, charge and spin): 3.871 eV
Orbital gap: 7.063 eV
Net charge: +1

---

Density functional theory data (wB97M-V/def2-TZVPD) for a structure of composition C43H39N2O8PSiSn.

Last column: Löwdin charge in e.
Positions of all 95 atoms, in Å:
1 C -0.03 2.87 1.18  -0.297
2 C 2.41 -1.79 -3.36  -0.296
3 C 4.16 -0.91 -1.46  -0.341
4 O 2.02 -1.40 1.39  -0.142
5 C -1.69 1.19 -4.25  -0.077
6 C 6.48 -0.30 -1.22  -0.100
7 H -1.48 0.53 -5.09  0.102
8 C -3.02 2.88 -3.21  -0.087
9 H 0.03 -0.46 5.03  0.030
10 O -1.96 -1.26 1.81  -0.243
11 C -0.87 1.15 -3.14  -0.022
12 C 3.91 -0.27 2.30  -0.133
13 H 0.77 -0.86 3.47  0.016
14 H 5.98 -3.46 -0.13  0.096
15 H -0.04 0.45 -3.07  0.087
16 H 3.33 -2.00 3.39  0.111
17 O -2.44 -0.31 -0.63  -0.214
18 Si -0.07 1.47 3.49  0.363
19 H 0.66 6.17 1.84  0.087
20 O -0.27 1.87 -0.99  -0.100
21 H 7.79 -1.79 -0.40  0.089
22 C 2.01 2.49 -4.62  -0.092
23 C 0.63 -3.10 -2.16  -0.173
24 O -4.01 -2.13 1.92  0.037
25 C 5.18 0.02 -1.60  -0.083
26 H 1.72 2.62 -5.66  0.096
27 C -3.47 -0.80 -0.03  -0.591
28 C 4.47 -2.17 -0.93  -0.092
29 C 0.37 4.18 -0.86  -0.067
30 C 1.31 -3.63 -4.50  -0.044
31 H 2.36 1.93 3.41  0.022
32 H 2.82 4.28 -1.87  0.102
33 N -0.26 1.68 1.80  -0.147
34 C 2.16 -3.48 -5.59  -0.099
35 C 1.45 -2.81 -3.38  -0.214
36 C 0.63 5.34 -0.14  -0.125
37 H 0.44 4.18 -1.95  0.107
38 H 0.92 6.25 -0.65  0.083
39 C -1.12 1.98 -2.06  -0.268
40 H 1.76 0.38 -4.69  0.098
41 C 4.08 -1.22 3.30  -0.028
42 H -1.37 1.99 5.57  0.018
43 C 2.42 1.01 -2.74  -0.345
44 C 2.67 2.15 -1.95  -0.098
45 C 0.19 4.09 1.87  -0.052
46 C 1.57 2.14 4.14  -0.164
47 H -2.43 3.46 -1.22  0.127
48 C 6.14 -0.17 3.97  -0.122
49 C 5.96 0.79 2.98  -0.099
50 C 3.17 -2.52 -5.54  -0.098
51 H 6.70 1.58 2.86  0.090
52 H 1.14 -3.58 -1.33  0.117
53 H 3.87 -2.43 -6.37  0.093
54 C 3.28 -1.69 -4.44  -0.100
55 H 1.57 3.22 4.32  0.011
56 H 7.01 -0.13 4.62  0.085
57 H 4.07 -0.94 -4.41  0.109
58 H -3.87 3.55 -3.22  0.094
59 C 5.19 -1.17 4.13  -0.101
60 H -1.96 -1.76 -2.54  0.082
61 N -0.58 -2.84 -1.93  0.010
62 C -3.16 -1.47 1.36  -0.578
63 C 6.78 -1.55 -0.70  -0.111
64 C 2.32 3.60 -3.85  -0.102
65 C 2.05 1.21 -4.07  -0.122
66 H 0.10 4.08 2.95  0.064
67 H 5.31 -1.91 4.91  0.089
68 C -2.21 2.84 -2.09  -0.001
69 C -0.07 -0.34 3.95  -0.178
70 C 2.63 3.42 -2.50  -0.108
71 O -1.21 -2.19 -2.98  -0.062
72 C 2.73 -0.37 1.34  -0.705
73 H 4.96 1.00 -1.99  0.094
74 H -2.42 1.89 4.14  0.028
75 H -0.98 -0.84 3.63  0.010
76 C 0.00 3.01 -0.23  -0.214
77 H 7.27 0.44 -1.34  0.093
78 C -1.46 2.26 4.51  -0.179
79 Sn -0.44 -0.31 0.54  1.467
80 C -2.76 2.07 -4.31  -0.110
81 H 2.04 -4.11 -6.46  0.092
82 C 5.76 -2.48 -0.55  -0.090
83 P 2.38 -0.63 -1.89  1.160
84 H -1.47 3.35 4.44  0.009
85 H 2.86 2.02 -0.90  0.092
86 H 0.54 -4.38 -4.52  0.112
87 C 0.51 5.28 1.24  -0.121
88 C 4.85 0.74 2.15  -0.036
89 H 1.85 1.64 5.08  0.023
90 H 2.30 4.59 -4.28  0.094
91 H 4.69 1.48 1.37  0.112
92 H -3.40 2.11 -5.18  0.086
93 H 3.67 -2.89 -0.78  0.104
94 O -4.61 -0.79 -0.45  0.030
95 O 2.54 0.59 0.55  -0.145

Energy relative to the best compared isomer or geometry (same formula, charge and spin): 0.389 eV
Orbital gap: 6.190 eV
Net charge: -2

---

Which formula does entry 3 have?
C43H39AsIrN5O9S